Formula: C5H9NOS
Source: OMol25
Level of theory: ωB97M-V/def2-TZVPD

The geometry in ORCA input format:
```
! wB97M-V def2-TZVPD RIJCOSX def2/J DEFGRID3
* xyz 0 1
C -0.56 -0.22 0.12
C 0.13 -1.43 -0.60
C 1.86 0.61 -0.17
C 0.39 1.00 0.10
C -1.41 0.73 -0.63
H -0.25 -0.63 2.27
H -1.50 -1.45 1.59
H -0.15 -1.40 -1.65
H 0.04 -2.41 -0.18
H 2.21 1.19 -1.18
H 2.50 0.86 0.76
H 0.09 1.64 0.99
H -2.23 1.32 -0.06
H -1.73 0.25 -1.54
N -1.04 -0.56 1.48
O -0.31 1.57 -0.96
S 1.97 -1.08 -0.32
*
```

Output
ΔE to the lowest compared entry with this formula, charge and spin: 66.5 kcal per mole
LUMO: 0.79 eV
HOMO-LUMO gap: 0.3453 Eh
maximum force: 4.10 eV/Å
E_HOMO: -8.608 eV

These are the Löwdin partial charges, in e, on atoms 1 to 8: number 1, C, carries -0.5029; number 2, C, carries -0.2960; number 3, C, carries -0.5136; number 4, C, carries -0.3696; number 5, C, carries -0.1361; number 6, H, carries 0.1360; number 7, H, carries 0.0523; number 8, H, carries 0.0720